A molecular structure, C35H51AsN5O8PReS3Te. Source: the OMol25 dataset; level of theory: ωB97M-V with the def2-TZVPD basis set.

XYZ file:
```
106
Properties=species:S:1:pos:R:3:forces:R:3:lowdin_spin:R:1
Re 0.3804 -0.1571 0.9990 -0.1913 0.2612 0.1865 2.14
Te -0.7584 3.2788 -3.0804 0.0805 0.1850 0.0341 0.00
As -2.3386 -1.6372 2.3696 0.1170 0.1163 0.0760 0.01
S 0.8145 5.5564 -4.9664 0.0022 -0.0392 -0.0545 0.00
S 0.1126 1.7302 2.5814 0.1554 -0.0224 -0.0855 0.03
S -2.8692 0.8405 -0.0784 -0.1631 -0.4547 0.2344 0.01
P 3.1058 -1.3354 2.6973 -0.0601 -0.0096 -0.0058 0.10
O -0.6402 -1.3163 2.2138 -0.3997 -0.3873 -0.0422 0.13
O -2.6258 -2.6214 3.6182 0.0667 0.0224 0.0842 0.00
O -3.7454 -0.1796 -0.6168 -0.0288 0.0168 -0.0104 0.00
O -1.4938 0.2514 0.0456 0.1592 0.3063 -0.2154 0.05
O 3.7653 1.5382 -4.8534 0.0496 -0.0512 0.0994 0.00
O -2.8518 -2.3498 0.8728 -0.1269 0.1216 -0.2406 0.00
O -1.2991 -2.4317 -5.2722 0.0546 0.0449 0.0356 0.00
O -2.8563 2.1195 -0.7246 -0.1792 -0.1755 0.0180 0.00
N -0.5603 3.2600 0.4638 -0.1724 0.0519 0.0834 0.00
N 2.0044 -0.6267 1.8379 0.2695 -0.0008 -0.0537 0.31
N 0.3543 -1.5551 -0.6199 -0.0124 0.0439 -0.0969 0.00
N -0.0569 4.3293 2.4174 -0.0090 0.0546 0.0768 0.00
N 1.4178 0.8533 -0.5674 0.0208 0.0516 -0.1122 0.01
C 5.0061 -1.4489 0.6725 0.0068 0.0030 -0.0059 0.00
C -3.3913 0.4130 3.9259 -0.1528 -0.0210 -0.0265 0.00
C 1.2057 -1.5751 4.7469 -0.0321 -0.0010 0.0091 0.00
C 2.4442 6.3132 -3.1734 0.0675 0.0459 -0.0671 0.00
C 3.4343 0.6044 4.6640 -0.0130 0.0151 0.0066 0.00
C -1.3385 -3.2748 -4.1473 0.0090 -0.0168 0.0061 0.00
C -3.7920 2.3474 1.9750 -0.0446 0.0068 0.0391 0.00
C -0.7744 -3.3430 -1.6939 -0.0147 -0.0537 0.0124 0.00
C 5.0541 -3.4178 2.2224 0.0187 -0.0234 -0.0176 0.00
C 3.2838 -2.9266 5.1064 0.0098 -0.0106 0.0206 0.00
C -0.2169 3.1910 1.7271 0.0098 -0.1935 -0.2030 0.01
C 1.6317 5.3006 -2.5915 -0.0439 -0.0193 0.1284 0.00
C 1.6368 -3.5793 3.3516 -0.0164 -0.0127 0.0172 0.00
C 2.1176 6.5597 -4.4723 0.0584 -0.0019 -0.0001 0.00
C 2.7612 1.9299 -2.7419 0.0516 -0.0723 -0.1405 0.02
C 2.3156 -2.3890 4.0473 0.1038 0.0131 -0.0860 0.02
C 2.8601 2.5026 -1.4866 -0.0428 0.0573 0.1040 0.00
C -3.8543 1.6745 4.2816 0.0331 -0.0332 0.0125 0.00
C -4.0623 2.6350 3.3079 -0.0182 0.0300 -0.0326 0.00
C 1.9875 0.7859 -2.8832 -0.0503 0.0524 0.0709 0.00
C 3.4208 2.5576 -3.9292 -0.1148 0.0456 -0.0372 0.00
C 0.6848 4.7772 -3.4373 0.0302 -0.1053 0.0231 0.00
C 4.1999 -0.0127 3.4841 -0.0386 -0.1005 0.0090 0.01
C 3.2280 -3.1202 0.5438 -0.0618 -0.0036 -0.0081 0.00
C 0.0383 -1.5082 -2.9838 0.0616 -0.0852 0.0632 0.00
C -3.1297 0.1104 2.5958 0.0373 0.0501 0.0090 0.00
C 4.4309 1.1216 2.4728 0.0106 0.0325 -0.0111 0.00
C 1.3317 0.2768 -1.7821 0.1332 -0.0476 0.0158 0.01
C -0.2623 -2.7398 -0.5671 -0.0465 0.0135 0.0226 0.02
C -0.6714 -2.6999 -2.9218 0.0119 0.0778 -0.0357 0.01
C 4.1498 -2.3928 1.5322 0.0085 0.0528 0.0946 0.02
C -3.3217 1.0933 1.6234 0.1209 0.1484 0.0208 0.00
C 2.1625 1.9530 -0.4334 0.0631 -0.0071 -0.0186 0.02
C 5.5490 -0.5238 3.9998 0.0393 -0.0004 0.0275 0.00
C 0.5519 -0.9710 -1.8193 -0.0173 0.0108 -0.0592 0.01
H 3.2333 6.8349 -2.6469 -0.0157 0.0065 -0.0113 0.00
H -4.4340 3.6148 3.5797 0.0121 -0.0021 -0.0054 0.00
H 2.6944 3.2606 -4.3580 0.0297 0.0138 0.0149 0.00
H 3.5284 1.3127 1.8944 0.0010 0.0023 0.0387 0.00
H 3.3236 -0.0838 5.4983 0.0142 0.0162 -0.0183 0.00
H 5.4491 -1.3456 4.7082 -0.0077 0.0226 -0.0036 0.00
H -0.7632 4.1326 -0.0092 0.0902 0.0166 -0.0911 0.00
H -0.3759 -3.1717 0.4156 -0.0403 -0.0079 0.0066 0.00
H 4.6813 2.0304 3.0253 0.0443 -0.0029 -0.0153 0.00
H 0.4058 -2.2569 5.0412 0.0060 0.0061 0.0273 0.00
H 1.9102 0.3049 -3.8460 0.0148 0.0139 -0.0046 0.00
H 0.9632 -3.2436 2.5625 0.0114 -0.0036 0.0089 0.00
H 1.7355 4.9716 -1.5641 -0.0747 0.0508 -0.0507 0.00
H 4.4796 -4.2250 2.6759 0.0137 0.0087 -0.0050 0.00
H 1.0303 -4.1032 4.0932 0.0054 -0.0089 -0.0082 0.00
H 3.4509 3.3937 -1.3282 0.0357 -0.0355 -0.0046 0.00
H -1.8327 -1.6462 -5.1032 -0.0421 -0.0384 -0.0269 0.00
H -3.2284 -1.6899 0.2419 0.1061 -0.1135 0.1687 0.00
H 4.0091 1.4618 5.0234 -0.0126 0.0008 0.0010 0.00
H 4.0887 -3.5279 4.6861 -0.0158 0.0049 0.0043 0.00
H -1.3043 -4.2812 -1.5927 0.0019 0.0078 -0.0048 0.00
H 0.1622 -0.9885 -3.9225 -0.0170 -0.0030 -0.0010 0.00
H 5.6944 -2.9805 2.9869 -0.0040 -0.0008 -0.0131 0.00
H 2.3563 -4.2917 2.9502 -0.0169 0.0067 0.0190 0.00
H -0.8191 -4.1922 -4.4312 -0.0087 -0.0051 -0.0152 0.00
H 2.4470 0.9601 4.3655 0.0067 -0.0050 -0.0021 0.00
H 4.0975 1.9528 -5.6522 -0.0396 0.0466 -0.1090 0.00
H -2.3650 -3.5538 -3.8859 0.0020 0.0000 0.0144 0.00
H 5.4223 -2.0295 -0.1542 0.0169 0.0090 0.0034 0.00
H 5.8423 -1.0162 1.2179 -0.0239 -0.0078 -0.0074 0.00
H -0.8325 2.4622 -0.1046 0.1875 0.0641 0.1103 0.00
H -0.3497 5.2140 2.0410 -0.0062 0.0308 -0.0174 0.00
H 3.7253 -2.1305 5.7047 -0.0102 -0.0161 0.0040 0.00
H 5.7056 -3.8686 1.4681 -0.0152 0.0029 -0.0016 0.00
H 2.5560 -2.4157 0.0589 0.0403 -0.0097 -0.0155 0.00
H 4.4059 -0.6427 0.2457 0.0001 -0.0191 -0.0022 0.00
H 0.2461 4.2814 3.3738 -0.0349 0.0037 -0.0129 0.00
H -4.0456 1.9021 5.3222 -0.0263 -0.0132 -0.0072 0.00
H 6.2086 -0.8458 3.1960 -0.0035 0.0076 0.0137 0.00
H 2.7192 -3.5666 5.7902 -0.0056 0.0094 -0.0111 0.00
H 2.6327 -3.9080 0.9991 0.0122 0.0435 -0.0110 0.00
H 6.0512 0.2962 4.5215 -0.0068 -0.0019 -0.0142 0.00
H 5.2492 0.9174 1.7856 -0.0404 -0.0058 0.0024 0.00
H 0.7497 -0.8402 4.0885 0.0057 -0.0031 -0.0044 0.00
H -3.9300 3.0905 1.2006 0.0031 -0.0058 0.0078 0.00
H 2.5649 7.2723 -5.1479 -0.0168 -0.0071 0.0248 0.00
H -3.2405 -0.3553 4.6745 0.0149 -0.0045 0.0013 0.00
H 4.2963 3.1297 -3.6081 0.0182 -0.0187 0.0052 0.00
H 3.8554 -3.5783 -0.2253 -0.0070 -0.0253 0.0091 0.00
H 1.5700 -1.0760 5.6423 -0.0121 -0.0086 -0.0145 0.00
H 2.2019 2.3840 0.5560 -0.0001 -0.0037 0.0494 0.00
```
Positions in Å, forces in eV/Å.

Summary:
2S+1: 4
Energy relative to the best compared isomer or geometry (same formula, charge and spin): 0.0 kcal/mol
<S²>: 3.766

***

A molecular structure, C26H32NO4S2Yb in a non-equilibrium geometry. Source: the OMol25 dataset; level of theory: ωB97M-V with the def2-TZVPD basis set.

XYZ file:
```
66
Properties=species:S:1:pos:R:3:forces:R:3:lowdin_spin:R:1
Yb -0.8876 -0.6359 -0.7951 -1.1002 -1.2321 6.2776 0.96
S 1.2295 1.5443 2.0887 0.4706 0.1195 -0.8954 0.00
S -1.3290 1.1195 5.3207 1.7418 -0.1475 -1.2182 0.00
O -1.6884 2.3701 5.9446 -0.1780 -0.5358 -0.3707 0.00
O 2.5225 1.8981 -3.6235 -1.1045 0.7623 0.6208 0.00
O -0.8816 -0.5375 -2.8361 -0.1800 0.5876 -3.5946 0.00
O -2.2014 -0.0255 5.4392 0.0094 0.4771 -0.0078 0.00
N -0.8519 1.3188 3.7179 0.2544 0.3536 0.3525 0.00
C 1.1039 3.3018 -2.2082 -0.0895 -0.6220 -0.1512 0.00
C 1.1230 -1.6761 1.0340 0.1140 0.1468 -0.2147 0.00
C 2.0709 -0.2114 7.1917 -0.1296 0.2250 -0.3579 0.00
C 2.1434 3.2774 -3.3499 0.7430 0.4021 -0.0521 0.00
C -3.3370 -1.1291 0.7099 0.3772 0.1317 -0.2552 0.00
C -2.9310 0.9571 -0.1823 0.4401 -0.1273 -0.1518 0.01
C -0.0656 -3.1526 -0.2758 -0.6341 0.3853 -0.1931 0.00
C -0.7962 0.2583 -4.9010 0.2803 -0.1195 0.6582 0.00
C -3.6205 -0.2754 -0.3945 0.4936 -0.2825 -0.3247 0.00
C 2.4987 0.2653 4.8417 -0.2671 0.2398 -0.0148 0.00
C 2.4065 1.2205 -2.3682 0.5893 -0.0786 0.2116 0.00
C -0.4692 -1.0871 -4.2041 0.3370 -0.8396 -0.9183 0.00
C 1.1835 0.7176 4.7128 0.2691 -0.6246 1.2713 0.00
C 0.9346 -1.6449 -4.1825 0.1781 -0.0111 0.2006 0.00
C -0.7260 -3.0327 0.9835 0.6911 0.3454 -0.3204 0.01
C 0.3223 0.6625 5.8075 0.5219 -0.3714 0.7403 0.00
C -1.4380 -2.1952 -4.5968 -0.2375 0.0533 0.3401 0.00
C -2.2585 0.8674 1.0794 0.0041 -0.2516 -0.4780 0.00
C 0.0275 -2.1422 1.7930 -0.0139 -0.1995 -0.5762 0.01
C 0.4666 1.1841 3.5201 -2.3224 0.3193 0.5076 0.00
C 1.0742 -2.2879 -0.2563 -0.0403 0.3551 -0.0722 0.00
C 1.2820 1.8989 -1.5602 0.3593 -0.0448 0.1510 0.00
C 2.9386 -0.2038 6.0851 -0.3188 0.0591 0.0368 0.00
C -2.5137 -0.4151 1.6196 -0.1368 0.3643 -0.6662 0.01
C -1.5072 0.6024 -3.6069 -0.5855 0.2590 0.3070 0.00
C 0.7424 0.2282 7.0564 0.2820 -0.0810 -0.1456 0.00
H 2.4330 -0.5534 8.1602 -0.0954 0.0325 -0.2276 0.00
H 3.1353 0.3030 3.9560 -0.0537 -0.0694 0.3293 0.00
H -1.2430 -2.5459 -5.6237 0.0419 0.2349 0.4217 0.00
H 0.0570 0.9252 -5.0907 -0.1357 -0.4631 -0.0077 0.00
H 1.8195 -2.1942 -1.0435 0.0208 -0.1666 0.2530 0.00
H 0.3337 1.3256 -1.6761 0.3430 0.3109 0.1111 0.00
H -1.3067 -3.0356 -3.9009 -0.1379 0.1232 -0.2428 0.00
H 1.9034 -1.0031 1.4093 -0.5006 -0.3108 -0.3182 0.00
H -2.4756 -1.8441 -4.5438 0.1484 -0.1418 -0.0140 0.00
H -1.2499 1.5505 -3.1274 -0.2611 -0.1758 -0.0790 0.00
H -3.7159 -2.1449 0.8527 0.0972 0.4854 -0.0861 0.00
H 0.0387 0.2205 7.8897 0.2812 -0.0617 -0.1474 0.00
H -0.1732 -1.9079 2.8394 0.0135 0.0994 -0.4640 0.00
H 1.2657 4.1225 -1.4884 -0.0681 -0.4208 -0.3950 0.00
H -4.3500 -0.4817 -1.1767 0.3042 0.0282 0.0876 0.00
H -1.6185 -3.5626 1.2909 0.1182 0.0491 -0.0913 0.00
H 3.3873 1.2443 -1.8249 -0.7692 0.1726 -0.3035 0.00
H -2.5912 0.4229 -3.6727 0.4122 0.2295 0.3853 0.00
H 0.0805 3.3867 -2.6268 0.5523 0.1434 0.2742 0.00
H 3.0668 3.8385 -3.0829 -0.5213 -0.3184 0.0420 0.00
H -0.3203 -3.8668 -1.0585 0.0554 0.1944 0.1595 0.00
H 2.1856 0.1684 -2.5691 0.1292 0.1830 0.0851 0.00
H 1.5554 1.9356 -0.4978 -0.3639 0.0166 -0.2836 0.00
H 0.9865 -2.4180 -3.3947 0.0840 0.2956 -0.2727 0.00
H 1.7022 -0.8847 -4.0100 -0.2298 -0.1710 -0.1034 0.00
H 1.7427 3.7560 -4.2501 0.1737 -0.4230 -0.0448 0.00
H -2.1851 -0.7376 2.5983 -0.0040 0.0122 -0.1951 0.00
H 3.9611 -0.5753 6.1904 -0.3471 0.1575 0.0081 0.00
H 1.1496 -2.1403 -5.1427 -0.1434 0.2289 0.2913 0.00
H -1.7045 1.6417 1.6015 -0.0912 -0.1902 -0.2401 0.00
H -1.4634 0.1825 -5.7635 0.2964 -0.0252 0.1192 0.00
H -2.9739 1.8322 -0.8280 -0.1671 -0.0769 0.2525 0.00
```
Positions in Å, forces in eV/Å.

Summary:
2S+1: 2
Energy relative to the best compared isomer or geometry (same formula, charge and spin): 15.1 kcal/mol
<S²>: 0.751

***

C3H3FN2O in the gas phase in a non-equilibrium geometry. Source: the OMol25 dataset; level of theory: ωB97M-V with the def2-TZVPD basis set.

XYZ file:
```
10
Properties=species:S:1:pos:R:3:forces:R:3:mulliken_charge:R:1
F 2.3617 -0.6399 -0.0144 2.6300 -1.4336 0.0022 -0.26
O -2.3075 -0.7522 -0.0078 1.7385 -0.9921 0.7787 -0.61
N 0.0553 -1.1551 -0.1302 1.0000 -0.0842 0.4392 -0.03
N -0.7729 0.8965 -0.2076 -0.2913 2.6771 3.5023 -0.25
C 1.1560 -0.2687 -0.0495 -4.2863 1.8115 0.0926 0.33
C 0.6568 0.9698 -0.0205 0.6978 1.4492 -0.3160 -0.34
C -1.1146 -0.4390 -0.0035 -2.8352 0.7678 -1.9559 0.26
H -1.4507 1.6181 0.4221 2.5663 -2.7045 -2.5192 0.32
H 0.1549 -2.1357 0.0074 -0.2893 -0.5429 0.0592 0.22
H 1.2611 1.9064 0.0041 -0.9305 -0.9482 -0.0831 0.36
```
Positions in Å, forces in eV/Å.

Summary:
Energy relative to the best compared isomer or geometry (same formula, charge and spin): 22.4 kcal/mol

***

> energy relative to the best compared isomer or geometry (same formula, charge and spin) of number 2 (C26H32NO4S2Yb)?

15.1 kcal/mol

***

> The lowest energy relative to the best compared isomer or geometry (same formula, charge and spin) belongs to which entry?

C35H51AsN5O8PReS3Te